Entry A
Entry from OMol25: 2 unconnected molecules or ions with the total composition C4H9NO4 (ωB97M-V with the def2-TZVPD basis set).

Computed properties:
- HOMO-LUMO gap (spin up / spin down) (hartree) = 0.3015 / 0.3015

The geometry in ORCA input format:
```
! RIJCOSX wB97M-V def2-TZVPD def2/J DEFGRID3
* xyz 0 1
C 1.19623 -0.42359 1.42329
C -1.31714 0.11401 -1.50795
C 0.27057 0.35237 0.48232
C -0.53419 -0.48971 -0.42720
N 1.55111 -2.31907 -1.53493
O 2.48041 -2.73482 -2.17655
O 0.99037 -2.91791 -0.64558
O 0.91448 1.39625 -0.18565
O 1.13784 -1.13971 -1.83897
H 0.68281 -1.27687 1.85455
H 1.52717 0.23656 2.21773
H 2.06730 -0.77955 0.88607
H -1.30355 -0.51792 -2.39569
H -2.36141 0.17044 -1.18986
H -0.95303 1.11043 -1.75053
H -0.50684 0.83750 1.10762
H -0.74709 -1.50969 -0.12768
H 1.45356 0.99671 -0.88544
*
```

Charges obtained by Mulliken population analysis, quoted in units of e:
1. C -1.316
2. C -1.327
3. C 0.563
4. C -0.032
5. N 1.098
6. O -0.643
7. O -0.606
8. O -0.562
9. O -0.551
10. H 0.361
11. H 0.370
12. H 0.282
13. H 0.352
14. H 0.403
15. H 0.308
16. H 0.317
17. H 0.551
18. H 0.431

---

Entry B
Entry from OMol25: a molecular structure, C4H9NO4 (ωB97M-V with the def2-TZVPD basis set).

Computed properties:
- HOMO-LUMO gap (hartree) = 0.3668

The geometry in ORCA input format:
```
! RIJCOSX wB97M-V def2-TZVPD def2/J DEFGRID3
* xyz 0 1
C 0.31002 -1.62907 -0.74317
C -1.76637 -0.61870 0.71901
N 1.48321 0.59682 0.66860
C 0.27955 1.09916 0.49498
C -0.33824 2.25179 0.56724
O -0.77955 -0.17294 -0.19673
O 2.46775 1.03878 -0.25002
O 0.98569 -0.95282 -1.75819
O 0.98404 -1.95815 0.24313
H 2.30757 0.49202 -1.04507
H 0.35619 -0.65308 -2.42725
H 1.50134 -0.47407 0.76093
H -0.50209 -2.26726 -1.12509
H -1.30108 -1.11909 1.57451
H -2.36595 0.22599 1.06551
H -2.44064 -1.31242 0.20934
H 0.16441 3.08435 1.03797
H -1.34588 2.36869 0.20430
*
```

Charges obtained by Mulliken population analysis, quoted in units of e:
1. C 0.184
2. C -0.761
3. N -0.324
4. C 0.666
5. C -0.852
6. O -0.377
7. O -0.386
8. O -0.452
9. O -0.691
10. H 0.374
11. H 0.295
12. H 0.434
13. H 0.388
14. H 0.313
15. H 0.324
16. H 0.285
17. H 0.279
18. H 0.299

---

The structure with the greatest stability is entry B.